1.
C17H15B2BrF4NO4S3W as an isolated structure, computed with ωB97M-V/def2-TZVPD.

For the total energy, the calculation gives -144162.2793 eV. The calculation puts the HOMO energy (alpha / beta) at -4.488 / -4.503 eV. For the HOMO-LUMO gap (alpha / beta), the calculation gives 6.6 / 6.6 eV. Its net charge is -1.

CARTESIAN COORDINATES (ANGSTROEM)
1 S -1.729 3.659 4.124
2 C 5.819 -1.042 -1.170
3 F -3.453 1.704 -2.795
4 H -7.681 -2.914 0.231
5 H -5.316 -3.807 0.098
6 H -7.998 -0.530 0.914
7 C 2.795 -0.109 1.808
8 S -1.749 2.684 1.239
9 H 6.341 1.164 0.402
10 C -4.485 -1.927 0.598
11 C -3.050 -2.394 0.595
12 O 0.169 0.646 -0.448
13 C -7.015 -0.960 0.805
14 C 6.071 1.387 -0.630
15 H 2.874 -0.348 2.860
16 O -2.198 -1.448 0.856
17 F -4.981 0.172 -2.015
18 H 5.166 -1.815 -1.579
19 O 0.332 0.131 1.786
20 H 6.080 -1.330 -0.151
21 N -4.656 -0.635 0.911
22 H 4.377 1.660 -2.762
23 B -0.561 0.466 0.744
24 C -5.897 -0.180 1.042
25 H 6.991 1.436 -1.219
26 C -1.990 2.530 2.989
27 W -2.746 0.560 0.930
28 H 4.206 -0.059 -3.148
29 H 2.451 0.759 -1.984
30 C 3.840 0.270 -0.375
31 O -2.791 -3.556 0.369
32 C 3.920 -0.037 0.985
33 H 4.890 -0.228 1.429
34 F -2.760 -0.026 -1.417
35 S -2.727 0.928 3.207
36 Br -6.133 1.592 1.642
37 C 4.850 0.681 -2.668
38 C 5.125 0.325 -1.207
39 H 5.793 0.710 -3.219
40 H 5.598 2.371 -0.646
41 C -6.827 -2.281 0.434
42 C -5.538 -2.780 0.349
43 H 6.739 -1.017 -1.762
44 C 1.576 0.138 1.225
45 C 2.582 0.517 -0.939
46 B -3.811 0.855 -1.797
47 C 1.480 0.445 -0.119
48 F -3.973 1.635 -0.523

Löwdin population analysis, charges in e, atoms 1 to 4: number 1, S, carries 0.53; number 2, C, carries -0.05; number 3, F, carries 0.19; number 4, H, carries 0.11



2.
A 2-piece molecular cluster, C2H11N6 overall in a non-equilibrium geometry, computed with ωB97M-V/def2-TZVPD.

For the total energy, the calculation gives -11180.8972 eV. The calculation puts the HOMO energy at -12.688 eV. The value obtained for the energy above the lowest of the compared OMol25 structures with the same formula, charge and spin is 333.7 kJ/mol. For the HOMO-LUMO gap, the calculation gives 8.9 eV. Its net charge is +1.

CARTESIAN COORDINATES (ANGSTROEM)
1 C -0.569 0.333 0.293
2 C -0.219 1.963 -1.359
3 H 1.467 0.021 1.964
4 H 1.280 -1.592 -1.592
5 H -0.267 1.086 1.012
6 N 1.381 -1.636 -0.585
7 N -0.866 -1.203 1.801
8 H -0.426 2.282 -2.371
9 H -0.422 2.699 -0.643
10 N -1.120 -0.832 0.569
11 N -1.024 0.866 -0.969
12 N 1.332 -0.551 0.133
13 H 0.589 -1.319 1.869
14 H 0.801 1.587 -1.150
15 H -1.124 -2.096 2.149
16 H 0.816 -2.320 -0.076
17 N 1.450 -0.816 1.432
18 H -1.970 1.272 -0.751
19 H -1.109 0.257 -1.728

Löwdin population analysis, charges in e, atoms 1 to 4: number 1, C, carries -0.26; number 2, C, carries -0.02; number 3, H, carries 0.10; number 4, H, carries 0.12



3.
C18H15F6I2N4O6SSn as an isolated structure, computed with ωB97M-V/def2-TZVPD.

For the total energy, the calculation gives -86335.3567 eV. The calculation puts the HOMO energy at -5.319 eV. The value obtained for the energy above the lowest of the compared OMol25 structures with the same formula, charge and spin is 4.9 kJ/mol. For the HOMO-LUMO gap, the calculation gives 7.3 eV. Its net charge is -1.

CARTESIAN COORDINATES (ANGSTROEM)
1 O -4.154 -0.491 0.919
2 N -3.329 -0.522 4.004
3 C 3.454 -0.212 -0.546
4 H -3.722 -1.407 4.276
5 O -1.574 0.389 2.900
6 H -3.927 0.012 3.390
7 C -3.245 -1.189 0.525
8 H 5.545 -0.489 -0.191
9 H -1.746 1.821 -0.620
10 C 4.583 0.706 1.331
11 C 4.627 -0.040 0.161
12 H -0.401 -1.652 3.430
13 H -0.947 0.860 1.357
14 C -1.892 -3.832 -3.156
15 C -0.917 -2.625 -2.995
16 I 2.239 0.004 -4.159
17 F -3.158 -3.418 -2.936
18 F -3.533 -2.981 2.083
19 N -0.262 1.196 0.675
20 Sn -0.136 -0.951 -0.388
21 H 1.053 2.699 1.294
22 C 0.526 1.425 -2.106
23 C 1.567 1.607 -3.021
24 H -1.062 3.142 0.348
25 H -1.678 -2.412 4.260
26 H 0.479 4.576 -0.811
27 C 2.243 1.009 0.958
28 O -0.617 -2.007 -3.985
29 N 2.286 0.307 -0.163
30 H 5.477 0.862 1.922
31 C -2.023 -0.525 3.589
32 H 3.435 -0.798 -1.457
33 C 2.167 2.847 -3.188
34 C 0.931 1.614 1.402
35 F -4.552 -3.149 0.180
36 C -0.823 2.227 -0.204
37 H 0.786 1.407 2.464
38 F -1.851 -4.345 -4.394
39 C 0.165 2.518 -1.298
40 C 0.775 3.750 -1.445
41 O -0.162 0.304 -1.985
42 C -3.415 -2.722 0.755
43 C 3.377 1.242 1.732
44 H 2.954 2.967 -3.920
45 F -2.418 -3.459 0.292
46 I 2.649 5.789 -2.677
47 F -1.647 -4.834 -2.303
48 C 1.761 3.915 -2.407
49 N -1.229 -1.544 4.017
50 S 0.828 -2.141 1.305
51 H 3.298 1.832 2.637
52 O -2.190 -0.815 -0.089
53 O -0.596 -2.468 -1.761

Löwdin population analysis, charges in e, atoms 1 to 4: number 1, O, carries 0.09; number 2, N, carries 0.16; number 3, C, carries -0.14; number 4, H, carries 0.09



4.
One molecule with the formula C23H26N2O2 in a non-equilibrium geometry, computed with ωB97M-V/def2-TZVPD.

For the total energy, the calculation gives -31348.1765 eV. The calculation puts the HOMO energy at -8.706 eV. The value obtained for the energy above the lowest of the compared OMol25 structures with the same formula, charge and spin is 240.9 kJ/mol. For the HOMO-LUMO gap, the calculation gives 9.1 eV. As for the SMILES: CCOC(=O)[C@H](c1ccc(C#N)cc1)[C@H](c1ccccc1)N1CCCCC1.

CARTESIAN COORDINATES (ANGSTROEM)
1 C 4.078 -0.001 2.605
2 C 3.240 1.102 2.731
3 N 6.550 0.135 3.438
4 C -0.924 0.593 1.832
5 H -0.202 -1.181 0.864
6 C -2.481 1.448 -0.550
7 H -5.478 0.074 -1.369
8 H 2.898 -2.010 -3.856
9 H 4.212 -2.063 2.015
10 C -4.285 -0.069 2.849
11 H -5.050 0.464 3.421
12 H -2.623 0.899 3.842
13 C 0.204 -0.103 -2.880
14 C 0.906 -1.239 -3.619
15 H 0.466 0.871 -3.344
16 O -2.039 -0.097 2.121
17 C 2.056 0.423 -1.548
18 H 3.963 -0.221 -2.285
19 C -3.578 -0.949 -1.458
20 O -0.763 1.731 2.249
21 C -4.404 0.147 -1.208
22 C 1.473 -0.063 1.545
23 H -2.009 2.385 -0.233
24 C -1.663 0.339 -0.759
25 H 0.528 -1.273 -4.651
26 C 2.432 -1.061 -3.580
27 H -4.659 -0.229 1.832
28 H -3.138 1.688 2.326
29 H -3.993 -1.876 -1.853
30 C 1.944 1.062 2.220
31 H 2.983 -1.500 -1.551
32 H 1.288 1.909 2.367
33 H 3.573 1.998 3.248
34 H 2.035 1.341 -2.173
35 H 0.045 1.567 -0.404
36 C 2.274 -1.218 1.537
37 N 0.688 -0.101 -1.478
38 H -4.128 -1.045 3.319
39 C 5.438 0.075 3.077
40 H 0.643 -2.196 -3.138
41 C 0.077 -0.116 0.928
42 H 1.878 -2.156 1.140
43 H 2.709 -0.315 -4.333
44 C 3.577 -1.175 2.034
45 H 2.437 0.687 -0.556
46 C 2.949 -0.624 -2.211
47 C -0.160 0.482 -0.451
48 H -0.878 -0.241 -2.947
49 C -3.013 0.723 2.832
50 C -3.852 1.352 -0.764
51 H -1.548 -1.729 -1.395
52 H -4.472 2.231 -0.576
53 C -2.205 -0.872 -1.201

Löwdin population analysis, charges in e, atoms 1 to 4: number 1, C, carries -0.24; number 2, C, carries -0.01; number 3, N, carries 0.15; number 4, C, carries -0.45